ORCA calculation (ωB97M-V/def2-TZVPD) on a 15-piece molecular cluster, H30O15 overall in a non-equilibrium geometry.

relative energy (zero: lowest compared OMol25 entry of this formula, charge and spin) = 75.9 kcal per mole
2S+1 = 1
E = -1146.519036 a.u.
LUMO = -1.04 eV
frontier orbital gap = 9.23 eV
net charge = 0

Structure (XYZ):
```
45
H30O15, DFT ωB97M-V/def2-TZVPD
O 0.213 -2.077 1.532
H 0.900 -2.504 1.007
H 0.628 -2.254 2.401
O -0.209 0.283 -4.028
H 0.334 0.576 -4.737
H 0.279 0.630 -3.309
O -0.265 -0.046 -0.211
H -0.149 -0.779 0.438
H 0.652 0.059 -0.503
O 0.504 2.678 -1.541
H 0.664 3.218 -0.754
H -0.285 2.222 -1.392
O 1.473 2.600 1.458
H 0.892 3.344 1.408
H 0.848 1.929 1.779
O 3.604 2.306 -0.605
H 2.839 1.717 -0.553
H 3.765 2.680 0.281
O 0.111 0.590 2.941
H 0.098 -0.214 3.374
H 0.388 1.246 3.611
O 2.254 -0.113 -1.011
H 2.739 -0.083 -1.863
H 2.732 -0.620 -0.410
O -2.346 -1.201 3.008
H -1.583 -1.732 2.892
H -2.166 -0.262 2.705
O -2.355 1.893 -2.665
H -3.168 1.465 -2.850
H -2.124 1.695 -1.745
O -2.346 -1.997 -0.003
H -1.774 -1.444 -0.527
H -2.812 -2.587 -0.621
O 2.457 -0.368 1.961
H 2.360 -1.285 2.170
H 1.760 -0.012 2.541
O -0.796 -4.212 -0.845
H -1.706 -4.518 -0.943
H -0.895 -3.544 -0.197
O -1.851 2.303 0.423
H -1.479 1.431 0.600
H -1.369 2.791 1.106
O -1.241 -1.858 -2.344
H -0.978 -2.717 -2.009
H -0.593 -1.236 -1.987
```

ORCA calculation (ωB97M-V/def2-TZVPD) on a 3-piece molecular cluster, C4H14O3S overall in a non-equilibrium geometry.

relative energy (zero: lowest compared OMol25 entry of this formula, charge and spin) = 76.9 kcal per mole
2S+1 = 1
E = -784.580278 a.u.
SMILES string = OCCCCS.O.O
LUMO = 0.56 eV
frontier orbital gap = 9.60 eV
net charge = 0

Structure (XYZ):
```
22
C4H14O3S, DFT ωB97M-V/def2-TZVPD
O -1.884 2.582 1.061
C -0.650 1.895 0.753
C -1.179 0.600 0.062
C -1.191 -0.639 0.956
C -0.267 -1.748 0.653
S 1.168 -1.368 1.790
H -2.172 2.497 1.981
H -0.105 2.313 -0.015
H -0.016 1.640 1.567
H -0.611 0.553 -0.856
H -2.218 0.656 -0.204
H -2.206 -0.914 1.290
H -0.972 -0.355 2.163
H -0.788 -2.688 0.903
H 0.097 -1.944 -0.344
H 2.041 -2.497 1.673
O 0.323 -0.505 -2.399
H 0.945 -1.136 -2.436
H 0.503 -0.185 -1.541
O 2.854 0.294 -2.138
H 3.589 0.516 -1.804
H 2.738 0.431 -3.114
```

ORCA calculation (ωB97M-V/def2-TZVPD) on one molecule with the formula C10H16O2 in a non-equilibrium geometry.

relative energy (zero: lowest compared OMol25 entry of this formula, charge and spin) = 203.1 kcal per mole
2S+1 = 1
E = -540.790927 a.u.
SMILES string = CC(C)=CCC/C(C)=C/C(=O)O
LUMO = 0.02 eV
frontier orbital gap = 8.39 eV
net charge = 0

Structure (XYZ):
```
28
C10H16O2, DFT ωB97M-V/def2-TZVPD
C -2.881 1.565 0.486
C -2.124 0.603 1.175
C -2.091 0.298 2.509
C -1.421 -0.248 0.402
C -1.126 -0.323 -1.006
C 0.203 0.226 -1.405
C 1.460 -0.063 -0.987
C 1.959 0.609 0.290
C 2.041 -1.155 -1.602
C 3.147 -1.955 -1.126
O 3.454 -3.047 -1.939
O 4.006 -1.426 -0.322
H -2.296 2.197 -0.287
H -3.095 2.345 1.369
H -3.755 1.237 -0.185
H -1.782 1.363 2.945
H -1.555 -0.524 2.979
H -3.105 0.596 2.717
H -0.633 -1.030 0.952
H -1.877 0.205 -1.389
H -0.937 -1.476 -1.306
H 0.077 0.472 -2.686
H 0.005 1.336 -1.249
H 2.495 1.238 0.051
H 1.061 0.789 1.077
H 2.559 -0.243 0.931
H 1.441 -1.646 -2.507
H 4.769 -1.943 0.114
```

ORCA calculation (ωB97M-V/def2-TZVPD) on one molecule with the formula C5H10O2.

relative energy (zero: lowest compared OMol25 entry of this formula, charge and spin) = 30.3 kcal per mole
2S+1 = 1
E = -346.977067 a.u.
SMILES string = OC[C@H]1CCCO1
LUMO = 1.00 eV
frontier orbital gap = 10.68 eV
net charge = 0

Structure (XYZ):
```
17
C5H10O2, DFT ωB97M-V/def2-TZVPD
O -2.189 -1.844 -0.367
C -1.644 -0.839 0.453
C -0.703 0.064 -0.327
C 0.010 1.119 0.529
C 1.426 1.129 -0.053
C 1.598 -0.332 -0.449
O 0.321 -0.756 -0.909
H -1.434 -2.247 -0.820
H -1.092 -1.270 1.305
H -2.482 -0.258 0.854
H -1.257 0.520 -1.158
H 0.030 0.798 1.579
H -0.487 2.092 0.484
H 2.193 1.461 0.654
H 1.470 1.774 -0.939
H 1.913 -0.931 0.420
H 2.327 -0.480 -1.253
```